[1]
{
  "formula": "C10H4Cl2O3",
  "method": "ωB97M-V/def2-TZVPD",
  "species": ["O", "O", "Cl", "Cl", "O", "C", "C", "C", "C", "C", "C", "C", "C", "C", "C", "H", "H", "H", "H"],
  "xyz": [[-2.797, 2.888, 1.880], [0.803, 2.407, 0.236], [3.704, -1.573, -2.108], [-0.988, -3.643, -0.482], [-1.569, -0.852, 0.545], [-1.683, 2.835, 1.377], [0.108, 1.422, 0.387], [-1.936, 0.361, 1.038], [-1.161, 1.525, 1.014], [1.266, -2.406, -1.231], [1.814, -0.109, -0.735], [2.153, -1.357, -1.304], [0.059, -2.245, -0.583], [-0.313, -0.978, -0.035], [0.558, 0.111, -0.129], [-1.064, 3.717, 1.179], [-2.935, 0.485, 1.480], [1.506, -3.334, -1.722], [2.474, 0.747, -0.807]],
  "atomic_forces_ev_per_a": [[0.8382, 0.6386, -0.3308], [0.6934, 0.4774, -0.1381], [-0.7220, 0.1268, 0.3689], [0.1221, 0.6599, 0.0754], [-0.0165, 0.9749, 0.4539], [-1.9500, -0.4533, 1.0720], [1.5693, 0.5700, -0.6436], [0.9157, 1.9179, 0.0579], [-1.0618, -3.3409, -0.6921], [-0.1939, -0.1046, -0.0650], [-0.0531, -0.3223, -0.4627], [0.1927, 1.9241, 0.6251], [-0.7740, 0.5126, 0.4785], [0.0011, -0.7214, -0.3043], [0.0497, -1.5957, -0.2244], [0.0251, -0.0257, -0.0163], [0.3308, -0.8803, -0.3883], [-0.0439, -0.2335, 0.1352], [0.0772, -0.1246, -0.0014]],
  "lowdin_charge": [0.04, 0.09, 0.66, 0.71, 0.05, -0.18, -0.35, 0.06, -0.09, -0.14, 0.00, -0.62, -0.54, -0.17, -0.05, 0.14, 0.16, 0.11, 0.12],
  "total_charge": 0,
  "smiles": "O=Cc1coc2c(Cl)cc(Cl)cc2c1=O",
  "homo_lumo_gap_ha": 0.3226,
  "multiplicity": 1,
  "e_above_lowest_kcal_mol": 0.0
}

[2]
{
  "formula": "C4H9NO2",
  "method": "ωB97M-V/def2-TZVPD",
  "species": ["C", "C", "N", "C", "O", "O", "C", "H", "H", "H", "H", "H", "H", "H", "H", "H"],
  "xyz": [[-1.629, 0.814, 0.713], [-1.605, -0.641, 0.259], [-0.340, -1.008, -0.352], [0.729, -1.344, 0.410], [0.708, -1.519, 1.614], [1.284, 1.354, -1.351], [2.429, 1.108, -1.067], [-1.408, 1.481, -0.127], [-2.606, 1.082, 1.129], [-0.869, 0.972, 1.485], [-1.755, -1.312, 1.107], [-2.394, -0.842, -0.474], [-0.143, -0.647, -1.273], [3.237, 1.262, -1.804], [2.719, 0.728, -0.068], [1.644, -1.488, -0.201]],
  "atomic_forces_ev_per_a": [[0.0251, 0.0610, 0.0239], [-0.1705, -0.0582, 0.0406], [0.1433, -0.0327, 0.0692], [-0.0920, -0.1094, 0.0106], [0.0636, 0.0442, -0.3459], [0.3629, -0.1006, 0.0911], [-0.2362, 0.1989, -0.1113], [-0.0525, -0.0566, 0.1282], [0.1367, -0.0641, -0.0693], [-0.1048, 0.0044, -0.0994], [-0.0176, 0.0957, -0.0995], [0.0610, 0.0558, 0.1166], [0.0031, -0.0786, 0.1153], [0.0368, -0.0377, 0.0878], [-0.0544, 0.0692, -0.1293], [-0.1045, 0.0085, 0.1713]],
  "lowdin_charge": [-0.09, -0.24, 0.01, -0.39, 0.01, -0.02, -0.13, 0.07, 0.07, 0.08, 0.11, 0.11, 0.12, 0.08, 0.09, 0.12],
  "total_charge": 0,
  "smiles": "CCNC=O.C=O",
  "homo_lumo_gap_ha": 0.3681,
  "multiplicity": 1,
  "e_above_lowest_kcal_mol": 39.0
}

[3]
{
  "formula": "C5H5NO",
  "method": "ωB97M-V/def2-TZVPD",
  "species": ["O", "C", "C", "C", "C", "C", "N", "H", "H", "H", "H", "H"],
  "xyz": [[-2.488, -1.449, 0.380], [-1.660, -2.054, 0.864], [-0.154, 0.459, 0.734], [1.227, 0.857, 0.358], [0.218, 0.560, -0.729], [0.330, -0.644, -1.521], [0.401, -1.617, -2.145], [-0.231, -0.534, 1.156], [-0.880, 1.178, 1.102], [1.990, 0.105, 0.525], [1.544, 1.884, 0.487], [-0.170, 1.412, -1.281]],
  "atomic_forces_ev_per_a": [[0.7278, -0.7574, 0.4791], [-1.2031, 0.2898, -0.5713], [-0.0327, 0.0268, 0.1464], [0.2395, 0.0971, 0.0411], [-0.0385, 0.0312, -0.1236], [0.0924, -0.7767, -0.4280], [-0.0535, 0.9150, 0.6007], [0.0500, 0.3281, -0.0847], [0.2337, -0.0646, -0.0067], [-0.0273, 0.1786, -0.0606], [-0.0172, -0.0878, -0.1193], [0.0290, -0.1798, 0.1269]],
  "lowdin_charge": [0.04, 0.03, -0.15, -0.10, -0.27, -0.21, 0.15, 0.03, 0.12, 0.11, 0.10, 0.14],
  "total_charge": 0,
  "homo_lumo_gap_ha": 0.4325,
  "multiplicity": 1,
  "e_above_lowest_kcal_mol": 34.6
}

The evaluated energy for the records listed, in turn: -1529.5540 -363.0234 -323.4646 Ha.